# 1
{"formula": "C30H49Br2N3O12S4", "method": "ωB97M-V/def2-TZVPD", "species": ["C", "C", "C", "C", "C", "C", "C", "S", "C", "C", "N", "C", "C", "N", "C", "C", "C", "O", "C", "C", "C", "O", "N", "C", "Br", "C", "C", "Br", "C", "O", "H", "H", "H", "H", "H", "H", "H", "H", "H", "H", "H", "H", "H", "H", "H", "H", "H", "H", "H", "H", "H", "H", "H", "H", "H", "O", "S", "O", "O", "C", "C", "C", "H", "H", "H", "H", "H", "H", "H", "H", "O", "S", "O", "O", "C", "C", "C", "H", "H", "H", "H", "H", "H", "H", "H", "O", "S", "O", "O", "C", "C", "C", "H", "H", "H", "H", "H", "H", "H", "H"], "positions_angstrom": [[0.949, -6.582, -1.630], [0.397, -5.617, -1.162], [-0.197, -4.262, -1.089], [-1.540, -3.988, -1.475], [-2.504, -5.076, -1.960], [-1.952, -6.016, -3.077], [-3.177, -6.796, -3.719], [-3.488, -6.145, -5.413], [-2.026, -2.646, -1.398], [-3.483, -2.278, -1.790], [-4.416, -3.037, -0.938], [-4.435, -2.571, 0.459], [-1.203, -1.574, -0.931], [-1.673, -0.212, -0.870], [-1.918, 0.264, 0.500], [-0.874, 0.691, -1.621], [-0.607, 0.314, -3.102], [-0.435, 1.732, -1.207], [0.097, -1.919, -0.533], [0.638, -3.242, -0.612], [2.091, -3.259, -0.101], [3.004, -3.989, -0.310], [2.116, -2.058, 0.723], [1.712, -2.514, 2.070], [0.274, -1.474, 2.910], [2.899, -2.554, 3.086], [3.984, -3.596, 2.721], [3.630, -0.770, 3.486], [1.258, -1.092, 0.053], [1.524, 0.063, -0.012], [1.495, -7.421, -2.036], [-3.456, -4.661, -2.337], [-2.795, -5.688, -1.078], [-1.344, -6.801, -2.594], [-1.364, -5.478, -3.836], [-4.048, -6.578, -3.075], [-3.004, -7.884, -3.710], [-2.699, -5.043, -5.453], [-3.622, -1.183, -1.665], [-3.595, -2.572, -2.853], [-5.343, -2.956, -1.347], [-4.568, -3.451, 1.118], [-3.502, -2.079, 0.776], [-5.253, -1.832, 0.591], [-2.203, 1.331, 0.416], [-1.044, 0.202, 1.169], [-2.783, -0.233, 0.975], [-0.302, -0.741, -3.226], [-1.523, 0.457, -3.713], [0.172, 0.960, -3.539], [1.344, -3.563, 2.010], [2.444, -2.887, 4.040], [4.820, -3.107, 2.186], [4.425, -4.024, 3.644], [3.587, -4.444, 2.137], [-4.610, 1.899, -1.133], [-4.883, 3.301, -1.002], [-5.367, 3.861, 0.221], [-5.843, 3.753, -2.199], [-7.096, 3.070, -2.362], [-8.110, 3.476, -1.310], [-3.455, 4.207, -1.499], [-6.939, 1.989, -2.363], [-7.471, 3.342, -3.348], [-7.799, 3.157, -0.315], [-9.080, 3.022, -1.518], [-8.224, 4.560, -1.282], [-3.093, 3.812, -2.445], [-2.700, 4.079, -0.724], [-3.720, 5.258, -1.589], [2.021, 5.794, 3.670], [0.897, 5.244, 2.974], [0.071, 4.240, 3.571], [1.371, 4.745, 1.537], [2.451, 3.790, 1.463], [2.011, 2.399, 1.872], [-0.138, 6.560, 2.420], [3.297, 4.130, 2.062], [2.779, 3.774, 0.423], [1.741, 2.364, 2.929], [2.813, 1.677, 1.710], [1.136, 2.089, 1.302], [0.476, 7.316, 1.936], [-0.632, 6.979, 3.294], [-0.879, 6.159, 1.732], [5.753, 3.820, 1.897], [6.423, 2.631, 1.465], [6.180, 1.370, 2.092], [7.998, 2.906, 1.437], [8.628, 3.363, 2.646], [8.773, 2.254, 3.670], [6.196, 2.441, -0.273], [8.081, 4.214, 3.058], [9.616, 3.724, 2.362], [7.801, 1.916, 4.028], [9.344, 2.602, 4.532], [9.277, 1.390, 3.234], [6.409, 3.387, -0.765], [5.159, 2.154, -0.437], [6.859, 1.656, -0.630]], "lowdin_charge": [0.1404, -0.0535, -0.0976, -0.0719, -0.1420, -0.2580, -0.5342, 0.6597, -0.0473, -0.1572, -0.1243, -0.1002, -0.1326, -0.0426, -0.0382, -0.4722, 0.0206, 0.0768, 0.0008, -0.0098, -0.3402, 0.1734, 0.0069, -0.6684, 0.8041, -0.7656, -0.1300, 0.7053, -0.3656, 0.1594, 0.0550, 0.0881, 0.1411, 0.0749, 0.0940, 0.0589, 0.0685, -0.1525, 0.1159, 0.1280, 0.1069, 0.0811, 0.0547, 0.0881, 0.0916, 0.0329, 0.0827, 0.0766, 0.0886, 0.0859, 0.1167, 0.0704, 0.0770, 0.0814, 0.0724, -0.2880, 0.5721, -0.2706, -0.2623, -0.2577, -0.0756, -0.1143, 0.1136, 0.1213, 0.0696, 0.0811, 0.0856, 0.0756, 0.0743, 0.0751, -0.2724, 0.5712, -0.2777, -0.2611, -0.2416, -0.0807, -0.1248, 0.0943, 0.1220, 0.0745, 0.0461, 0.0647, 0.0725, 0.0749, 0.0674, -0.2701, 0.5689, -0.2942, -0.2615, -0.2553, -0.0751, -0.1138, 0.1163, 0.1208, 0.0701, 0.0812, 0.0848, 0.0756, 0.0727, 0.0757], "gap_ev": 8.6, "homo_energy_ha": -0.334, "total_energy_ha": -8980.30856, "smiles": "C#Cc1c(CCCS)c(CNC)c(N(C)C(C)=O)c2c1C(=O)N([C@H](Br)[C@@H](C)Br)C2=O.CCOS(C)(=O)=O.CCOS(C)(=O)=O.CCOS(C)(=O)=O", "total_charge": 0, "lumo_ev": -0.467}

# 2
{"formula": "C2H7NO2", "method": "ωB97M-V/def2-TZVPD", "species": ["C", "C", "H", "H", "H", "H", "H", "H", "H", "N", "O", "O"], "positions_angstrom": [[-0.992, 0.575, -0.161], [0.080, -0.397, -0.339], [3.236, -0.079, -0.286], [2.169, 0.305, 0.897], [-2.923, 0.542, 0.359], [-2.337, -1.065, 0.584], [0.986, -0.283, -1.107], [-0.292, -1.365, -0.586], [0.497, -0.524, 0.632], [-2.159, -0.058, 0.089], [2.670, 0.587, 0.079], [-0.934, 1.760, -0.161]], "lowdin_charge": [-0.6688, -0.0480, 0.0260, 0.0612, 0.0899, 0.1814, 0.1372, 0.0603, 0.0586, 0.1002, -0.0863, 0.0882], "gap_ev": 10.4, "homo_energy_ha": -0.362, "de_lowest_kcal_mol": 39.7, "total_energy_ha": -285.60846, "smiles": "CC(N)=O.O", "total_charge": 0, "lumo_ev": 0.601}

# 3
{"formula": "C5H2N2", "method": "ωB97M-V/def2-TZVPD", "species": ["C", "C", "C", "C", "C", "N", "N", "H", "H"], "positions_angstrom": [[1.090, 1.220, 0.005], [1.034, -1.212, 0.077], [-1.050, -0.039, -0.619], [-1.379, -0.057, 0.628], [0.401, -0.020, -0.209], [1.476, 2.305, 0.016], [1.645, -2.152, 0.277], [-1.283, -0.112, -1.687], [-1.934, 0.067, 1.513]], "lowdin_charge": [-0.1862, -0.2441, -0.0879, 0.2346, -0.2656, 0.1655, 0.1790, 0.1225, 0.0823], "gap_ev": [8.8, 8.8], "homo_energy_ha": [-0.361, -0.361], "de_lowest_kcal_mol": 36.3, "total_energy_ha": -301.07100, "total_charge": 0, "lumo_ev": [-1.014, -1.014]}

# 4
{"formula": "C3H4O3Sc", "method": "ωB97M-V/def2-TZVPD", "species": ["O", "C", "C", "H", "H", "H", "O", "C", "O", "Sc", "H"], "positions_angstrom": [[-0.835, -1.338, 0.447], [-0.204, -0.547, 1.243], [-0.762, 0.233, 2.193], [0.676, 0.097, 0.584], [-1.569, -0.170, 2.811], [-0.900, 1.289, 1.929], [1.337, -0.801, -1.991], [1.130, 0.417, -1.628], [-0.034, 0.878, -1.932], [-0.821, -1.171, -1.868], [1.981, 1.112, -1.789]], "lowdin_spin": [0.0139, 0.0022, -0.0029, 0.0000, -0.0001, -0.0001, 0.0075, 0.0109, 0.0092, 0.9588, 0.0005], "multiplicity": 2, "gap_ev": [6.0, 6.3], "homo_energy_ha": [-0.259, -0.260], "de_lowest_kcal_mol": 26.2, "total_energy_ha": -1103.03683, "total_charge": 0, "lumo_ev": [-1.044, -0.808], "s_squared": 0.7510}